{"formula": "C3H11N2O4Tl", "method": "the ωB97M-V functional and the def2-TZVPD basis", "species": ["Tl", "O", "H", "C", "C", "O", "O", "H", "H", "H", "H", "H", "H", "C", "O", "N", "N", "H", "H", "H", "H"], "positions_angstrom": [[2.516, -0.963, 1.337], [2.187, 1.595, 0.999], [2.498, 2.030, 0.178], [-1.374, 1.910, 1.909], [-0.563, 0.805, 1.222], [0.014, -0.095, 2.148], [-2.677, 1.396, 2.001], [-1.395, 2.822, 1.305], [-0.931, 2.196, 2.869], [0.294, 1.211, 0.616], [-1.136, 0.215, 0.506], [-0.524, -0.904, 2.124], [-3.280, 2.112, 1.745], [0.650, -1.521, -2.012], [1.027, -0.801, -1.035], [0.083, -0.967, -3.084], [0.799, -2.891, -2.003], [-0.237, -1.531, -3.853], [-0.061, 0.028, -3.048], [1.191, -3.330, -2.822], [0.919, -3.314, -1.102]], "forces_ev_per_angstrom": [[-0.508, 0.419, -0.579], [-0.705, -0.127, 0.026], [-0.182, -0.168, -0.120], [-0.549, 1.506, -0.227], [0.167, -2.594, 0.865], [-0.753, 0.545, -0.515], [0.955, 0.180, 0.241], [0.249, -0.064, -0.077], [0.052, -0.489, 0.088], [1.260, 1.067, -0.035], [-0.241, 0.291, -0.143], [0.200, -0.172, 0.137], [-0.291, -0.289, -0.143], [0.370, -0.398, 0.173], [-0.311, -0.488, 0.235], [0.412, -0.078, 0.659], [-0.158, 1.217, -0.030], [-0.176, 0.125, -0.054], [0.048, 0.017, -0.453], [-0.223, -0.286, 0.060], [0.382, -0.213, -0.107]], "total_charge": 2}



{"formula": "C43H32NO12P3S", "method": "the ωB97M-V functional and the def2-TZVPD basis", "species": ["C", "C", "C", "C", "C", "C", "N", "C", "S", "C", "O", "C", "C", "P", "O", "O", "O", "C", "C", "C", "P", "P", "O", "O", "O", "C", "C", "O", "H", "H", "H", "H", "H", "H", "H", "H", "H", "H", "H", "H", "H", "H", "H", "H", "C", "C", "C", "C", "C", "C", "C", "O", "C", "C", "C", "C", "C", "C", "C", "O", "H", "H", "H", "H", "H", "H", "H", "H", "C", "C", "C", "C", "C", "C", "C", "O", "C", "C", "C", "C", "C", "C", "C", "O", "H", "H", "H", "H", "H", "H", "H", "H"], "positions_angstrom": [[-1.648, 0.511, -0.234], [-1.025, -0.929, -0.137], [0.459, -0.902, 0.236], [-1.347, -1.667, -1.466], [-0.545, -2.923, -1.732], [-0.275, -3.900, -0.878], [-0.747, -3.877, 0.492], [-1.849, -4.401, 0.573], [-3.260, -5.061, 0.598], [0.503, -5.144, -1.258], [0.344, -6.136, -0.587], [1.404, -5.062, -2.475], [2.441, -5.963, -2.687], [2.805, -7.378, -1.574], [1.686, -8.308, -1.626], [4.149, -8.091, -2.141], [3.043, -6.782, -0.096], [3.257, -5.829, -3.793], [3.020, -4.807, -4.685], [1.988, -3.932, -4.496], [1.813, -2.667, -5.830], [0.795, -3.825, -7.381], [1.826, -4.374, -8.261], [0.006, -5.094, -6.710], [-0.308, -2.923, -8.154], [1.144, -4.032, -3.388], [-0.028, -3.110, -3.143], [-0.614, -2.524, -4.031], [-2.376, 0.616, 0.576], [-2.166, 0.647, -1.186], [-0.834, 1.226, -0.085], [-1.587, -1.443, 0.652], [0.562, -0.191, 1.070], [0.785, -1.864, 0.646], [1.114, -0.533, -0.561], [-2.418, -1.910, -1.507], [-1.170, -0.958, -2.283], [4.884, -7.502, -1.897], [3.299, -7.531, 0.464], [4.088, -6.498, -3.985], [3.683, -4.722, -5.543], [0.981, -1.605, -5.424], [-0.946, -4.983, -6.840], [-0.786, -3.514, -8.755], [-7.489, 4.753, -3.198], [-6.342, 4.003, -3.440], [-5.353, 3.915, -2.474], [-5.501, 4.586, -1.266], [-6.641, 5.358, -1.033], [-7.638, 5.430, -1.999], [-6.795, 6.123, 0.234], [-7.787, 6.790, 0.439], [-5.701, 6.057, 1.241], [-5.799, 6.807, 2.406], [-4.795, 6.745, 3.357], [-3.689, 5.924, 3.152], [-3.583, 5.178, 1.991], [-4.582, 5.248, 1.028], [-4.438, 4.468, -0.231], [-3.473, 3.754, -0.411], [-8.265, 4.814, -3.950], [-6.223, 3.485, -4.382], [-4.464, 3.327, -2.660], [-8.527, 6.017, -1.813], [-6.660, 7.443, 2.568], [-4.871, 7.334, 4.262], [-2.908, 5.871, 3.900], [-2.722, 4.544, 1.830], [4.886, -2.378, 5.014], [3.766, -2.329, 4.190], [3.280, -1.109, 3.750], [3.905, 0.069, 4.141], [5.016, 0.020, 4.986], [5.510, -1.207, 5.411], [5.670, 1.273, 5.453], [6.638, 1.233, 6.184], [5.105, 2.577, 5.011], [5.666, 3.759, 5.480], [5.158, 4.979, 5.066], [4.092, 5.025, 4.173], [3.526, 3.851, 3.705], [4.023, 2.624, 4.129], [3.383, 1.371, 3.646], [2.451, 1.407, 2.869], [5.270, -3.333, 5.350], [3.273, -3.245, 3.891], [2.411, -1.072, 3.106], [6.378, -1.246, 6.055], [6.497, 3.724, 6.173], [5.594, 5.898, 5.437], [3.702, 5.979, 3.844], [2.695, 3.887, 3.014]], "forces_ev_per_angstrom": [[0.449, -0.994, 0.442], [-0.806, 0.084, -0.405], [-0.374, 0.400, 0.780], [0.378, 0.002, 0.157], [0.461, 0.384, -0.780], [0.644, -0.083, 0.545], [-0.672, -0.631, -0.944], [0.066, -0.034, 0.145], [0.196, 0.158, 0.248], [-0.378, -0.033, 0.372], [0.309, 0.496, -0.357], [-0.867, 0.530, 0.639], [1.043, -0.619, 1.100], [-2.234, -0.527, -0.587], [0.250, -0.753, -0.160], [-0.059, 1.439, 1.007], [1.200, -0.178, -0.854], [0.059, 0.045, -0.136], [0.878, -0.414, -0.510], [-1.702, 1.410, -0.592], [1.224, 0.606, -0.614], [-0.001, -0.966, -0.086], [0.364, 0.121, -0.082], [-0.349, 1.139, -0.406], [0.037, -0.527, 0.888], [0.212, -0.495, 0.327], [-0.642, 0.188, 0.341], [0.440, -0.383, 0.008], [0.094, 0.301, -0.175], [0.170, 0.270, 0.149], [-0.387, 0.235, -0.251], [0.387, 0.004, -0.001], [0.105, -0.115, -0.204], [0.137, 0.088, -0.427], [-0.135, -0.266, -0.025], [0.141, 0.068, 0.033], [0.030, -0.331, 0.007], [0.316, -0.407, -0.250], [-0.194, 0.177, 0.266], [-0.175, -0.039, 0.135], [-0.215, 0.198, 0.021], [-0.370, -0.628, 0.137], [-0.038, -0.179, 0.414], [0.033, 0.294, -0.278], [0.062, -0.022, 0.016], [-0.043, 0.037, 0.048], [-0.023, -0.077, -0.170], [-0.110, 0.102, 0.031], [0.125, -0.078, -0.006], [-0.095, -0.012, -0.156], [-0.304, 0.195, 0.057], [0.030, -0.016, -0.005], [0.125, -0.072, -0.034], [0.023, 0.084, 0.171], [0.037, -0.056, -0.040], [-0.064, 0.029, -0.022], [0.112, 0.029, 0.149], [-0.123, 0.073, 0.008], [0.293, -0.212, -0.059], [-0.009, 0.004, -0.003], [0.009, 0.001, 0.010], [-0.004, -0.001, 0.015], [0.028, 0.029, 0.136], [0.069, 0.038, 0.116], [-0.049, -0.064, -0.120], [-0.005, -0.010, -0.010], [-0.009, -0.002, -0.010], [-0.061, -0.023, -0.126], [-0.049, 0.041, -0.036], [0.061, 0.027, 0.029], [-0.056, -0.172, -0.037], [0.110, 0.001, 0.104], [-0.109, 0.022, -0.089], [0.021, -0.180, 0.036], [0.293, -0.021, 0.216], [-0.029, 0.005, -0.020], [-0.127, -0.003, -0.077], [0.048, 0.180, 0.038], [-0.049, -0.035, -0.050], [0.047, -0.036, 0.042], [-0.038, 0.182, -0.017], [0.109, -0.021, 0.082], [-0.276, -0.022, -0.220], [-0.018, 0.029, -0.007], [-0.004, 0.013, 0.000], [0.005, 0.013, -0.005], [0.032, 0.131, -0.008], [-0.015, 0.140, 0.002], [-0.004, -0.142, -0.028], [0.000, -0.013, -0.007], [0.005, -0.012, 0.002], [0.003, -0.141, 0.014]], "total_charge": 0, "smiles": "CC(C)CC1=C(N=C=S)C(=O)c2c(P(=O)(O)O)ccc(PP(=O)(O)O)c2C1=O.O=C1c2ccccc2C(=O)c2ccccc21.O=C1c2ccccc2C(=O)c2ccccc21"}



no.,total energy (eV)
1,-19130.5577
2,-109876.0682